Record 1
C23H25BCl32O6 | ωB97M-V with the def2-TZVPD basis set

Results
DFT total energy   -437928.28707 eV
HOMO-LUMO gap   8.03 eV

ORCA input file:
```
! wB97M-V def2-TZVPD RIJCOSX def2/J DEFGRID3
* xyz 0 1
C 3.743 -4.857 0.854
C 3.446 -4.914 -0.456
C 2.530 -3.938 -1.194
C 3.122 -2.481 -1.249
C 3.195 -2.201 -2.777
C 3.851 -0.862 -3.200
O 4.494 -2.421 -0.863
C 4.756 -1.283 -0.156
O 5.721 -0.993 0.344
O 3.582 -0.584 -0.153
C 2.415 -1.414 -0.359
C 1.246 -0.805 -1.125
C 0.440 0.304 -0.404
C -0.997 0.287 -1.041
C -1.812 -0.867 -0.421
O -3.178 -0.853 -0.881
C -3.946 -1.740 -0.213
O -3.762 -2.874 -0.231
B 2.094 -1.999 1.119
O 1.096 -2.973 1.299
C 2.829 -1.492 2.441
C 2.644 0.030 2.740
H 2.971 -4.861 1.637
H 4.777 -4.779 1.212
H 3.888 -5.740 -1.032
H 1.487 -3.949 -0.832
H 2.474 -4.309 -2.228
H 3.709 -3.002 -3.323
H 2.151 -2.181 -3.135
H 3.379 0.036 -2.785
H 3.871 -0.820 -4.299
H 4.907 -0.826 -2.882
H 1.542 -0.386 -2.100
H 0.546 -1.619 -1.374
H 0.922 1.273 -0.594
H 0.293 0.146 0.674
H -0.918 0.148 -2.130
H -1.519 1.210 -0.755
H -1.825 -0.794 0.684
H -1.358 -1.852 -0.640
H -4.832 -1.397 0.356
H 0.356 -2.550 1.755
H 2.455 -2.052 3.318
H 3.899 -1.772 2.371
H 2.847 0.276 3.789
H 1.676 0.415 2.391
H 3.413 0.567 2.160
C -1.986 3.382 1.803
Cl -1.743 1.766 2.489
Cl -3.718 3.681 1.599
Cl -1.303 4.593 2.892
Cl -1.183 3.480 0.229
C -1.739 -2.295 -3.520
Cl -0.078 -1.688 -3.567
Cl -2.218 -2.870 -5.121
Cl -1.841 -3.619 -2.354
Cl -2.808 -0.982 -3.004
C -7.198 -1.002 -1.056
Cl -7.094 -2.068 0.351
Cl -8.437 -1.604 -2.166
Cl -7.622 0.634 -0.528
Cl -5.633 -0.968 -1.879
C -2.414 7.030 6.305
Cl -2.466 5.921 7.683
Cl -3.456 6.419 5.014
Cl -2.975 8.629 6.813
Cl -0.751 7.150 5.713
C -2.715 0.118 -8.124
Cl -2.656 1.848 -8.492
Cl -4.096 -0.614 -8.952
Cl -1.220 -0.654 -8.674
Cl -2.885 -0.112 -6.379
C 2.886 7.824 8.120
Cl 3.578 7.258 6.592
Cl 1.184 7.353 8.203
Cl 3.769 7.099 9.471
Cl 3.016 9.586 8.209
C -2.219 -5.053 2.629
Cl -1.967 -3.351 3.068
Cl -1.490 -5.367 1.052
Cl -1.464 -6.087 3.848
Cl -3.951 -5.392 2.558
C -0.345 5.543 -3.428
Cl -0.110 3.937 -2.720
Cl -2.075 5.850 -3.628
Cl 0.353 6.764 -2.357
Cl 0.454 5.612 -5.004
*
```

Löwdin population analysis, charges in e, atoms 1 to 4:
1 C 0.002
2 C -0.131
3 C -0.091
4 C -0.336



Record 2
C5H8O2 | ωB97M-V with the def2-TZVPD basis set

Results
DFT total energy   -9399.74825 eV
Relative energy (zero: lowest compared OMol25 entry of this formula, charge and spin)   973.0 kJ/mol
HOMO-LUMO gap   8.88 eV

ORCA input file:
```
! wB97M-V def2-TZVPD RIJCOSX def2/J DEFGRID3
* xyz 0 1
C -0.726 0.437 0.158
C 0.701 0.568 0.833
C 1.598 0.121 -0.461
C -0.162 -0.998 -0.038
C -1.614 -0.958 -0.049
H -1.379 2.053 -0.696
H 1.046 1.768 1.156
H 0.919 -0.243 1.658
H 1.616 1.069 -1.171
H 2.723 -0.344 -0.387
H -0.092 -1.222 1.302
H -2.089 -0.880 -1.126
H -2.573 -1.304 0.750
O -0.971 1.025 -0.993
O 1.003 -1.090 -0.936
*
```

natural (NBO) population analysis, charges in e, atoms 1 to 4:
1 C 0.093
2 C -0.432
3 C -0.108
4 C 0.100



Record 3
H4NO2SSi | ωB97M-V with the def2-TZVPD basis set

Results
DFT total energy   -24363.07281 eV
Relative energy (zero: lowest compared OMol25 entry of this formula, charge and spin)   123.6 kJ/mol
HOMO-LUMO gap   8.19 eV

ORCA input file:
```
! wB97M-V def2-TZVPD RIJCOSX def2/J DEFGRID3
* xyz -1 1
N -2.840 -0.849 1.048
O -0.678 0.449 -0.583
O -3.919 0.061 -1.002
Si 0.357 0.789 0.529
S -2.971 0.357 0.088
H -2.542 -0.612 1.993
H 1.583 1.043 -0.271
H -0.165 1.959 1.179
H 0.780 -0.185 1.694
*
```

natural (NBO) population analysis, charges in e, atoms 1 to 4:
1 N -1.090
2 O -1.303
3 O -0.923
4 Si 1.275